(1)
DFT (the ωB97M-V functional and the def2-TZVPD basis) results for C31H27MoN4OS as an isolated structure at a distorted geometry.

CARTESIAN COORDINATES (ANGSTROEM)
Mo 8.670 10.306 8.159
C 5.558 14.421 8.702
C 6.214 14.445 7.449
C 7.334 13.695 7.213
C 7.776 12.802 8.189
C 7.163 12.793 9.482
C 6.060 13.609 9.751
N 8.949 12.091 8.012
C 10.143 12.536 7.386
C 10.581 13.849 7.194
C 11.824 14.055 6.639
C 12.686 12.942 6.418
C 12.271 11.652 6.634
C 11.017 11.430 7.151
N 10.310 10.145 7.331
N 10.808 8.972 6.853
C 9.761 8.126 6.812
C 9.745 6.741 6.562
C 8.570 6.163 6.106
C 7.330 6.837 6.217
C 7.328 8.164 6.701
N 8.507 8.761 6.973
H 4.716 15.109 8.924
H 5.775 15.083 6.705
H 7.825 13.730 6.228
H 7.615 12.152 10.226
H 5.602 13.605 10.761
H 9.899 14.647 7.382
H 12.162 15.032 6.297
H 13.720 13.170 6.138
H 12.877 10.790 6.406
H 10.646 6.131 6.752
H 8.596 5.156 5.695
H 6.380 6.422 5.960
H 6.407 8.655 6.961
O 7.111 9.501 14.488
S 8.330 8.999 15.198
C 8.679 10.177 16.612
C 7.807 11.409 16.674
C 8.316 12.677 16.890
C 7.463 13.792 17.101
C 6.069 13.624 16.981
C 5.570 12.297 16.942
C 6.398 11.244 16.714
C 9.791 9.331 14.126
C 10.222 10.772 13.690
C 11.267 11.418 14.334
C 11.778 12.640 13.816
C 11.141 13.249 12.713
C 10.065 12.598 12.083
C 9.602 11.359 12.525
H 9.732 10.513 16.570
H 8.608 9.605 17.539
H 9.411 12.863 16.873
H 7.876 14.766 17.371
H 5.410 14.495 17.095
H 4.465 12.176 17.004
H 6.044 10.248 16.446
H 9.558 8.646 13.267
H 10.627 8.844 14.661
H 11.779 10.928 15.214
H 12.668 13.065 14.298
H 11.484 14.247 12.296
H 9.557 12.977 11.151
H 8.819 10.766 12.078

Calculated values
<S²>: 2.252
total charge: +3
highest occupied orbital energy (alpha / beta): -15.84 / -15.82 eV
energy: -1956.9191 Ha
2S+1: 3
HOMO-LUMO gap (alpha / beta): 5.0 / 4.5 eV

---

(2)
DFT (the ωB97M-V functional and the def2-TZVPD basis) results for C31H27N3O2PPt as an isolated structure.

CARTESIAN COORDINATES (ANGSTROEM)
Pt 0.698 -0.653 -0.665
C 3.142 -0.044 -4.467
C 2.751 -0.156 -3.017
O 1.546 -0.083 -2.736
C 3.842 -0.308 -2.084
C 3.862 -0.394 -0.711
C 5.187 -0.420 -0.006
N 2.743 -0.465 0.060
N 2.946 -0.469 1.354
C 1.839 -0.683 2.120
O 0.708 -0.972 1.674
C 2.052 -0.572 3.581
C 0.943 -0.624 4.424
C 1.107 -0.516 5.794
C 2.379 -0.360 6.329
C 3.487 -0.311 5.494
C 3.327 -0.413 4.122
H 2.259 0.120 -5.077
H 3.642 -0.961 -4.783
H 3.850 0.774 -4.608
H 4.817 -0.301 -2.553
H 6.001 -0.403 -0.726
H 5.269 -1.307 0.621
H 5.273 0.440 0.658
H -0.040 -0.747 3.990
H 0.245 -0.551 6.446
H 2.507 -0.277 7.401
H 4.476 -0.191 5.914
H 4.182 -0.373 3.464
C -2.028 -1.168 -4.645
C -1.700 0.130 -4.276
C -1.661 0.486 -2.941
C -1.965 -0.470 -1.961
C -2.315 -1.775 -2.341
C -2.335 -2.120 -3.677
P -2.160 -0.019 -0.238
C -3.924 0.149 0.109
C -4.511 -0.622 1.107
C -5.867 -0.489 1.371
C -6.628 0.411 0.641
C -6.042 1.182 -0.356
C -4.692 1.052 -0.630
C -1.251 1.443 0.112
C -1.776 2.602 0.698
C -0.925 3.665 0.912
C 0.423 3.555 0.567
C 0.940 2.386 0.024
C 0.119 1.285 -0.203
H -2.052 -1.440 -5.692
H -1.470 0.868 -5.033
H -1.389 1.490 -2.649
H -2.566 -2.508 -1.583
H -2.601 -3.126 -3.970
H -3.912 -1.319 1.681
H -6.327 -1.087 2.145
H -7.685 0.514 0.848
H -6.640 1.883 -0.923
H -4.236 1.646 -1.413
H -2.826 2.667 0.956
H -1.299 4.583 1.345
H 1.082 4.396 0.747
H 1.999 2.328 -0.200
N 1.064 -3.838 -0.848
C 0.916 -2.694 -0.883
H 1.198 -4.827 -0.813

Calculated values
<S²>: 6.052
total charge: +1
highest occupied orbital energy (alpha / beta): -9.66 / -11.38 eV
energy: -1972.5557 Ha
2S+1: 5
HOMO-LUMO gap (alpha / beta): 7.5 / 6.1 eV
relative energy (zero: lowest compared OMol25 entry of this formula, charge and spin): 0.0 kJ/mol

---

(3)
DFT (the ωB97M-V functional and the def2-TZVPD basis) results for C31H28AsBrIKN10S as an isolated structure at a distorted geometry.

CARTESIAN COORDINATES (ANGSTROEM)
K 0.332 1.410 -1.466
N 3.555 3.136 -2.202
C 3.741 1.756 -2.034
N 4.954 1.258 -1.833
N 4.752 -0.072 -1.757
N 3.489 -0.325 -1.907
N 2.788 0.830 -2.084
C 2.313 3.721 -1.897
N 2.174 4.629 -0.939
N 0.869 4.968 -0.983
N 0.275 4.278 -1.923
N 1.178 3.479 -2.543
H 4.312 3.645 -1.780
S -1.699 -0.849 -0.980
C -1.695 -2.541 -1.438
C -2.871 -3.292 -1.616
C -2.818 -4.664 -1.837
C -1.592 -5.322 -1.889
C -0.417 -4.584 -1.755
C -0.445 -3.200 -1.553
As 1.121 -1.978 -1.498
C 2.476 -3.403 -1.770
C 2.648 -3.837 -3.086
C 3.550 -4.844 -3.407
C 4.313 -5.439 -2.407
C 4.163 -5.010 -1.094
C 3.251 -4.002 -0.779
C 1.287 -1.869 0.486
C 2.366 -1.172 1.043
C 2.520 -1.070 2.426
C 1.592 -1.651 3.281
C 0.501 -2.327 2.738
C 0.350 -2.432 1.356
H -3.824 -2.777 -1.566
H -3.740 -5.224 -1.961
H -1.547 -6.397 -2.029
H 0.534 -5.100 -1.814
H 2.066 -3.374 -3.872
H 3.662 -5.163 -4.438
H 5.023 -6.221 -2.651
H 4.758 -5.460 -0.306
H 3.152 -3.684 0.249
H 3.099 -0.713 0.390
H 3.371 -0.531 2.829
H 1.717 -1.585 4.357
H -0.241 -2.777 3.391
H -0.515 -2.945 0.958
Br -5.217 3.087 1.704
C -5.175 3.895 -0.025
C -5.709 5.176 -0.121
C -5.731 5.819 -1.347
C -5.229 5.175 -2.470
C -4.697 3.898 -2.358
C -4.649 3.230 -1.130
I -3.651 1.343 -1.076
H -6.101 5.660 0.764
H -6.126 6.826 -1.419
H -5.238 5.671 -3.433
H -4.290 3.401 -3.234
C -1.405 0.774 4.238
C -0.567 1.928 3.673
C -1.347 3.252 3.727
C 0.760 2.057 4.436
C -0.253 1.641 2.252
N -0.019 1.411 1.148
H -1.562 0.942 5.310
H -0.894 -0.184 4.098
H -2.378 0.721 3.741
H -1.581 3.488 4.770
H -2.280 3.176 3.164
H -0.760 4.069 3.300
H 0.550 2.300 5.483
H 1.379 2.848 4.005
H 1.322 1.120 4.391

Calculated values
total charge: -2
highest occupied orbital energy: -2.25 eV
energy: -7851.3446 Ha
HOMO-LUMO gap: 6.0 eV
relative energy (zero: lowest compared OMol25 entry of this formula, charge and spin): 18.5 kJ/mol